Record 1
{"formula": "CH16NO6", "method": "ωB97M-V/def2-TZVPD", "gap_ev": 11.0, "homo_energy_ev": -14.54, "charge": 1, "relative_energy_kcal_mol": 21.89, "lumo_energy_ev": -3.51, "species": ["C", "N", "H", "H", "H", "H", "H", "H", "O", "H", "H", "O", "H", "H", "O", "H", "H", "O", "H", "H", "O", "H", "H", "O"], "xyz": [[0.031, -1.564, 0.944], [1.034, -0.803, 0.930], [-0.012, -2.582, 1.316], [-0.985, -1.318, 0.632], [1.109, 0.097, 0.454], [1.923, -1.174, 1.289], [4.579, -1.648, 1.234], [3.922, -1.631, 2.572], [3.701, -1.691, 1.633], [-4.046, 0.910, 0.167], [-2.715, 0.494, 0.832], [-3.419, 0.186, 0.250], [0.278, 1.665, -1.892], [0.853, 0.446, -2.421], [0.384, 0.737, -1.626], [-2.567, -3.214, 0.065], [-3.227, -1.883, 0.548], [-2.544, -2.540, 0.760], [0.714, 2.866, -4.221], [1.406, 3.875, -3.339], [1.167, 2.939, -3.371], [-0.922, 1.748, 0.424], [-0.277, 2.478, 1.605], [-0.387, 1.605, 1.214]], "atomic_forces_ev_per_a": [[-1.722, 0.102, -0.111], [1.346, -0.911, 0.038], [0.962, 0.029, 0.395], [0.574, 0.589, -0.436], [-0.856, 0.182, 0.097], [0.194, 0.113, -0.192], [-0.191, -0.031, -0.375], [-0.252, -0.076, 0.027], [0.328, 0.114, 0.452], [-0.029, -0.009, 0.078], [-0.232, 0.124, 0.111], [0.272, -0.141, -0.032], [0.002, 0.115, 0.302], [0.022, -0.433, 0.229], [0.154, 0.288, -0.393], [-0.268, 0.261, 0.215], [0.023, -0.169, -0.093], [-0.150, -0.197, -0.209], [0.034, -0.109, 0.043], [0.080, -0.155, 0.159], [-0.213, 0.242, -0.189], [0.161, 0.084, -0.084], [-0.027, -0.021, 0.053], [-0.212, 0.010, -0.085]]}

Record 2
{"formula": "C3H13NO2S2", "method": "ωB97M-V/def2-TZVPD", "s2": 0.7513, "gap_ev": [1.9, 7.3], "homo_energy_ev": [0.75, -4.59], "charge": -1, "relative_energy_kcal_mol": 58.98, "lumo_energy_ev": [2.60, 2.74], "spin_multiplicity": 2, "species": ["S", "S", "C", "C", "N", "C", "H", "H", "H", "H", "H", "H", "H", "H", "H", "H", "H", "O", "H", "H", "O"], "xyz": [[-0.788, -0.904, -4.001], [-1.217, -0.858, -2.009], [0.040, -1.782, -1.052], [1.463, -1.274, -1.328], [1.559, 0.170, -1.463], [1.885, 0.963, -0.246], [-0.709, -2.189, -4.378], [-0.347, -1.748, -0.024], [0.155, -2.853, -1.265], [1.876, -1.758, -2.238], [2.157, -1.649, -0.560], [2.158, 0.493, -2.208], [2.855, 1.456, -0.173], [1.799, 0.407, 0.675], [1.014, 1.630, -0.176], [-2.101, 2.946, 2.863], [-0.774, 2.312, 3.552], [-1.231, 2.524, 2.721], [-3.768, 0.428, 4.258], [-2.792, 0.552, 3.205], [-3.231, 1.133, 3.846]], "atomic_forces_ev_per_a": [[1.073, 0.525, -1.454], [-1.085, -0.808, 1.909], [0.692, -0.103, -0.610], [0.894, 0.297, -0.035], [1.213, 0.411, 0.871], [-1.956, -0.269, -0.409], [-0.287, -0.512, 0.095], [0.456, 0.467, -0.166], [-0.812, 0.019, -0.295], [-0.687, 0.390, 0.139], [-0.180, 0.000, 0.312], [-0.126, -0.471, -0.215], [-0.004, 0.168, -0.580], [0.028, -0.806, 0.172], [0.762, 0.679, 0.292], [0.845, -0.582, 0.530], [-0.904, 0.366, -0.273], [0.282, 0.296, -0.402], [-0.114, 0.785, 0.233], [0.440, 0.692, -0.374], [-0.530, -1.545, 0.262]]}

Record 3
{"formula": "C30H40CeN3O5PS4", "method": "ωB97M-V/def2-TZVPD", "gap_ev": [4.7, 4.6], "homo_energy_ev": [-6.90, -6.89], "charge": 0, "relative_energy_kcal_mol": 14.53, "lumo_energy_ev": [-2.25, -2.25], "species": ["Ce", "O", "C", "C", "C", "N", "C", "C", "C", "O", "O", "C", "O", "O", "H", "H", "H", "S", "C", "S", "S", "C", "C", "C", "C", "C", "C", "P", "C", "C", "C", "C", "C", "C", "C", "C", "C", "C", "C", "C", "H", "H", "H", "H", "H", "H", "H", "H", "H", "H", "H", "H", "H", "H", "H", "H", "H", "H", "H", "H", "H", "H", "H", "H", "H", "H", "H", "H", "H", "H", "H", "H", "H", "S", "C", "N", "C", "C", "C", "N", "H", "H", "H", "H"], "xyz": [[0.064, -1.202, 2.276], [-5.661, 0.385, 5.041], [-4.535, -0.120, 4.581], [-3.391, -0.497, 5.417], [-2.289, -0.914, 4.737], [-2.216, -0.964, 3.387], [-3.200, -0.547, 2.654], [-4.425, -0.132, 3.207], [-2.942, -0.558, 1.196], [-3.855, -0.444, 0.347], [-1.661, -0.884, 0.887], [-0.980, -1.248, 5.406], [-0.937, -1.266, 6.651], [-0.026, -1.445, 4.582], [-5.645, 0.944, 5.863], [-3.475, -0.576, 6.478], [-5.172, 0.167, 2.489], [3.100, 2.233, 1.599], [2.166, 1.140, 2.507], [2.808, -0.357, 2.556], [0.654, 1.537, 3.314], [-3.231, -0.512, -3.719], [-2.672, 0.893, -3.643], [-1.858, 1.199, -2.387], [-0.658, 0.194, -2.306], [-1.161, -1.270, -2.384], [-2.694, -1.398, -2.573], [0.594, 0.662, -0.907], [2.215, 0.116, -1.576], [2.786, 0.838, -2.877], [3.483, -0.129, -3.823], [4.411, -1.078, -3.030], [3.788, -1.935, -1.884], [2.360, -1.439, -1.656], [0.552, 2.620, -0.813], [0.601, 3.472, -2.091], [-0.411, 4.656, -2.133], [-0.404, 5.523, -0.881], [-0.245, 4.661, 0.348], [-0.492, 3.157, 0.109], [-2.869, -0.900, -4.722], [-4.348, -0.598, -3.733], [-3.541, 1.601, -3.575], [-2.159, 1.256, -4.556], [-2.464, 0.985, -1.465], [-1.544, 2.231, -2.380], [0.006, 0.415, -3.138], [-0.870, -1.726, -1.417], [-0.618, -1.907, -3.060], [-3.132, -1.245, -1.598], [-2.923, -2.468, -2.732], [2.977, 0.461, -0.800], [3.431, 1.703, -2.672], [1.876, 1.220, -3.437], [4.130, 0.424, -4.544], [2.721, -0.676, -4.375], [5.173, -0.484, -2.536], [4.857, -1.757, -3.755], [4.435, -1.803, -0.969], [3.840, -3.019, -2.119], [1.839, -1.923, -0.846], [1.790, -1.776, -2.630], [1.549, 2.685, -0.275], [0.389, 2.843, -2.952], [1.596, 3.926, -2.200], [-1.379, 4.238, -2.302], [-0.129, 5.217, -3.075], [-1.366, 6.133, -0.843], [0.441, 6.218, -1.009], [-0.942, 5.002, 1.099], [0.747, 4.748, 0.790], [-1.470, 2.926, -0.246], [-0.459, 2.653, 1.064], [0.824, -3.534, 0.445], [1.593, -4.121, 1.932], [2.153, -5.392, 2.079], [2.543, -5.884, 3.293], [2.657, -4.953, 4.319], [2.107, -3.693, 4.113], [1.484, -3.354, 2.971], [1.948, -6.003, 1.301], [2.882, -6.874, 3.404], [2.998, -5.251, 5.282], [1.882, -3.024, 4.919]], "atomic_forces_ev_per_a": [[0.777, 2.042, 0.553], [-1.781, 1.123, 1.662], [2.345, 0.353, 0.816], [-2.262, 0.037, -2.074], [0.426, -0.040, -0.493], [1.466, 0.099, 0.969], [-1.951, 0.468, 0.549], [1.405, -0.696, -1.074], [-0.458, -1.227, -3.602], [2.330, 0.179, 2.532], [-1.717, 0.515, 0.997], [-0.578, 0.156, 2.772], [0.129, -0.147, -2.184], [0.752, -0.758, -0.865], [0.518, -1.216, -1.035], [0.186, 0.274, 0.532], [-0.369, 0.187, 0.342], [-0.726, -0.098, 0.893], [-0.254, 3.650, -0.888], [-0.350, -3.550, 0.202], [0.341, -1.366, -0.942], [0.286, -1.539, -0.842], [-1.599, 2.431, 0.476], [0.334, -1.912, 0.798], [0.657, 1.233, 0.027], [0.065, -0.040, 1.565], [0.858, -0.889, -0.276], [-1.580, 0.114, 0.423], [2.795, 0.820, 0.149], [-2.215, 0.013, -0.665], [0.758, -0.084, 0.607], [-0.100, -0.476, -0.130], [0.407, 0.600, 0.502], [-1.398, 0.020, -2.516], [2.144, -1.464, -0.010], [0.079, 0.499, -0.097], [1.124, -0.170, -1.213], [-0.462, 0.869, -1.082], [-0.300, -0.650, 0.594], [0.204, 0.216, 0.937], [-0.524, -0.146, 1.137], [0.897, 0.445, -0.032], [0.510, -0.426, -0.171], [0.090, -0.608, 0.421], [0.210, 0.472, -0.804], [0.082, 0.069, 0.034], [-0.172, -0.081, -0.682], [-0.523, 0.031, -0.136], [0.285, 0.197, -0.917], [-0.455, 0.769, -0.015], [0.115, 0.351, -0.388], [-1.092, -0.515, -0.275], [-0.272, -0.277, 0.369], [1.111, -0.011, 0.480], [-0.602, -0.360, 0.336], [0.145, -0.183, -0.190], [0.382, 0.222, -0.379], [0.459, 0.065, 0.045], [-0.771, -0.060, -0.701], [-0.358, 0.604, 0.053], [0.210, 0.140, 0.162], [0.675, 0.522, 1.737], [-1.063, 0.305, -0.521], [0.246, 0.103, -0.328], [-0.071, -0.395, -0.118], [-0.866, -0.142, -0.114], [-0.528, -0.286, 1.044], [1.248, -0.645, -0.052], [-0.326, 0.040, 0.379], [-0.179, 0.083, 0.433], [0.134, 0.039, -0.040], [-1.010, 0.219, -0.553], [0.285, -0.136, 0.392], [0.852, -1.316, 1.991], [-1.226, -0.938, -3.080], [-0.849, 0.075, 0.393], [0.442, 3.156, -0.162], [-0.327, -0.965, -0.960], [-1.795, -0.025, -0.705], [1.256, 0.957, 2.448], [0.327, -0.203, -0.112], [0.052, -1.138, -0.242], [0.285, -0.116, 0.491], [0.428, 0.530, 0.420]]}